(1)
This record from OMol25 describes C27H16ClN5O6Zr as an isolated structure. The level of theory is ωB97M-V with the def2-TZVPD basis set.

largest force on an atom	0.82	eV/A
2S+1	1
orbital gap	7.005	eV
HOMO	-7.845	eV

Positions of all 56 atoms, in Å:
1 C -1.6527 -1.8633 3.6686
2 Cl 1.9510 0.7464 -2.7586
3 N 1.7452 0.6211 1.4738
4 H -3.3476 -3.0835 -1.8564
5 O 1.7007 -0.4375 -3.5226
6 H -2.0041 -2.5348 4.4408
7 C -2.0454 -0.4713 1.7750
8 C -2.5503 2.2859 -0.7350
9 H 4.2820 0.3783 2.5307
10 C -1.0250 -1.8413 -1.2610
11 C -2.5390 -1.3083 2.7593
12 C 2.8493 1.5086 1.4192
13 O 2.3653 0.3699 -1.3319
14 C -2.4820 -3.7310 -1.9028
15 H 5.6122 4.1574 1.0083
16 C -1.4843 4.7654 -1.0741
17 O 1.2621 4.9448 -0.6014
18 H -3.6058 -5.4652 -2.4686
19 N -1.7874 -8.3801 -2.9209
20 H 0.8787 -3.6391 -1.4430
21 O 0.6243 1.4171 -2.3984
22 H 3.3870 4.5485 0.0007
23 H -2.9226 1.2773 -0.6401
24 C 2.5872 2.6920 0.7007
25 C 4.0966 1.2876 1.9820
26 C -2.8360 4.5825 -1.3006
27 C -0.3121 -1.5311 3.5824
28 O 2.2905 -0.4941 3.4308
29 C -0.7280 3.6844 -0.6586
30 N 1.2739 2.7561 0.1851
31 H -4.4293 3.1256 -1.2942
32 N -1.2481 2.4603 -0.4883
33 O 0.2087 -1.3325 -0.7468
34 C 0.0946 -0.6669 2.5821
35 H -3.5982 -1.5183 2.7999
36 C -0.0951 -4.0514 -1.6677
37 C -3.3807 3.3204 -1.1219
38 C -1.2153 -3.2246 -1.6162
39 H 0.4360 -1.8989 4.2694
40 C -1.5073 -5.8875 -2.2958
41 C 5.0867 2.2516 1.8317
42 C -2.6289 -5.0602 -2.2447
43 C 3.5879 3.6448 0.5518
44 C -1.3341 -0.5933 -1.1667
45 C 0.7440 3.8659 -0.3594
46 C -1.6625 -7.2725 -2.6427
47 H -2.7055 -0.0358 1.0403
48 C -0.2406 -5.3839 -2.0083
49 H -0.9847 5.7145 -1.2022
50 N -0.7518 -0.1577 1.6758
51 C 4.8334 3.4146 1.1248
52 Zr 0.4539 0.7784 -0.2319
53 C 1.5280 -0.1916 2.5307
54 H -3.4579 5.4090 -1.6183
55 H 6.0625 2.0828 2.2684
56 H 0.6205 -6.0357 -2.0532

natural (NBO) population analysis, charges in e, atoms 1 to 2: -0.13 1.92

=====

(2)
This record from OMol25 describes C24H50N2O2P2Sn as an isolated structure at a distorted geometry. The level of theory is ωB97M-V with the def2-TZVPD basis set.

largest force on an atom	8.36	eV/A
2S+1	1
orbital gap	5.724	eV
total charge	+4
HOMO	-20.828	eV

Positions of all 81 atoms, in Å:
1 H 0.7948 -2.1207 2.7420
2 H -4.7793 0.7919 -1.9605
3 C 3.9440 -2.9267 1.0244
4 H -0.3527 0.7278 2.1925
5 C -0.6960 -2.6511 -0.4273
6 P -1.9012 1.2568 -1.2307
7 H -2.1840 -2.0066 -2.9816
8 H 3.6477 2.3087 1.3913
9 H 0.7880 0.5329 3.7402
10 H 1.8140 -2.7869 0.7907
11 H 4.8038 -0.4467 0.6794
12 O 1.2863 3.7537 0.5732
13 C -2.5361 3.1862 0.7230
14 H 3.7632 -4.0091 1.0799
15 H 2.3937 0.7863 4.4328
16 H -4.0018 0.8102 -3.5658
17 C 2.7055 -2.2626 0.4073
18 H 1.9622 1.5465 2.8886
19 Sn 0.3140 0.4653 -0.1661
20 H -1.8000 2.8908 1.4789
21 H -4.6643 -0.6897 -2.9085
22 H -3.0142 -0.8216 -1.1610
23 H -1.3771 -2.1981 3.7229
24 C 1.7003 -1.9059 3.3267
25 H 1.8369 -1.9921 -1.6047
26 H 3.7320 0.1165 -1.6578
27 C 4.0918 0.8256 -0.9071
28 H -0.4372 1.1310 -3.7679
29 C -2.7901 -0.1602 -2.0160
30 C 1.0882 0.1109 -2.3345
31 H 1.3868 -1.7768 4.3729
32 C -1.9147 -0.9415 -3.0084
33 N -1.7286 -3.4502 1.3195
34 H -3.3728 3.6797 1.2406
35 H 4.4334 1.1945 2.5301
36 C -1.7865 -1.5921 2.8882
37 H -3.8287 2.8500 -2.7363
38 H -2.8496 3.8678 -3.7822
39 C 1.8517 0.6314 3.4858
40 H -2.0749 3.9293 0.0598
41 H -2.8910 -1.5538 2.9692
42 H -4.0520 1.4064 1.8383
43 H -2.9499 4.2266 -2.0554
44 H -1.3863 -0.5764 2.9916
45 H 5.3509 1.8972 1.1932
46 C 0.8435 2.7015 0.7300
47 H -4.5878 0.4455 0.4480
48 H -3.0044 0.1336 1.1841
49 P 2.4403 -0.5169 0.9607
50 C 2.7273 -2.4094 -1.1171
51 H 3.5140 1.7504 -1.0246
52 N -0.7982 -1.6269 0.5089
53 O 1.7555 0.2908 -3.2888
54 H 3.6056 -1.9200 -1.5574
55 C 4.0355 0.3310 0.5430
56 C -2.8886 3.4113 -2.7838
57 H -0.8483 3.1375 -2.1230
58 H -0.5564 2.7619 -4.3875
59 C 2.4065 -0.6385 2.8152
60 H -1.9468 1.6715 -4.5520
61 C 4.3724 1.4924 1.4807
62 H -1.0640 0.8816 1.8835
63 C -3.1111 1.9808 -0.0335
64 C -1.1279 1.9686 -3.8836
65 H 2.3448 -2.7942 3.2950
66 C -1.4115 -2.1695 1.5716
67 H -3.9352 2.3616 -0.6594
68 H 4.8256 -2.7784 0.3892
69 H 4.1859 -2.5876 2.0363
70 C -1.2887 -3.7795 0.0614
71 H -0.8416 -0.8688 -2.7782
72 C -4.1303 0.2329 -2.6430
73 H -2.2132 -4.0249 2.0020
74 H -1.4216 -4.7409 -0.4013
75 C -1.6560 2.5210 -2.5552
76 H -0.1731 -2.4929 -1.3637
77 C -3.7130 0.9266 0.9095
78 H 3.4766 -0.7166 3.0686
79 H -2.0488 -0.5758 -4.0345
80 H 5.1383 1.0647 -1.1473
81 H 2.7740 -3.4800 -1.3650

Löwdin population analysis, charges in e, atoms 1 to 2: 0.05 0.09

=====

(3)
This record from OMol25 describes one molecule with the formula C4H9NO2 at a distorted geometry. The level of theory is ωB97M-V with the def2-TZVPD basis set.

largest force on an atom	6.29	eV/A
2S+1	3
orbital gap (spin up / spin down)	7.050 / 9.329	eV
HOMO (spin up / spin down)	-6.000 / -10.713	eV

Positions of all 16 atoms, in Å:
1 H 1.5112 1.6173 -1.3227
2 H 0.2729 -2.0763 0.1041
3 O -0.6190 0.8248 -0.0832
4 H 2.0572 -1.4964 0.4949
5 O -1.6535 -1.0620 -0.6991
6 C -2.7480 0.5651 0.4640
7 H -2.5824 1.3621 1.1529
8 H -3.6874 0.0723 0.5954
9 C 0.9011 -1.2176 0.4767
10 C 1.8391 0.9604 -0.4535
11 H 0.3459 -0.3773 -1.5097
12 H 0.6170 -0.9017 1.5618
13 N -1.7275 -0.0571 -0.0927
14 C 0.6550 -0.0333 -0.4710
15 H 2.0588 1.5187 0.4670
16 H 2.7597 0.3011 -0.6849

natural (NBO) population analysis, charges in e, atoms 1 to 2: 0.23 0.24

=====

(4)
This record from OMol25 describes a 7-piece molecular cluster, C72H73Cl2N3O3S overall at a distorted geometry. The level of theory is ωB97M-V with the def2-TZVPD basis set.

largest force on an atom	5.46	eV/A
SMILES	C/C(Cl)=C(\Cl)N1c2cc(Cc3ccccc3)c(C[C@H](O)CN)cc2Sc2c1cc(OC(=O)c1ccccc1)c(CCCN)c2C.c1ccccc1.c1ccccc1.c1ccccc1.c1ccccc1.c1ccccc1.c1ccccc1
2S+1	1
orbital gap	7.867	eV
HOMO	-7.732	eV

Positions of all 154 atoms, in Å:
1 H 2.6099 0.1936 -8.8000
2 H -7.0457 -3.5845 -5.3055
3 C -4.3371 2.3730 0.3966
4 H -2.4665 -2.4678 -4.7478
5 H 4.2649 2.3418 0.2720
6 C 8.6933 -2.9116 0.3855
7 C 8.3256 -4.1869 0.8033
8 H -4.4217 1.6267 3.9612
9 H 4.0391 2.5122 5.2008
10 C -4.1241 -2.5443 -1.4165
11 C -2.2222 -1.6521 -7.7702
12 H -2.9495 -2.0309 -8.5847
13 C -3.4748 -0.7137 -2.7720
14 H 2.5463 3.4789 -0.2781
15 H 4.5098 1.6153 -4.4518
16 H 3.5692 4.9560 -0.8929
17 C -0.7052 -4.8719 1.0022
18 Cl -5.9910 4.3261 -0.7970
19 S -1.4353 3.7792 -2.9225
20 C -1.9652 -5.2355 5.4532
21 H -0.3266 -5.8495 8.3608
22 C 1.7936 5.7239 1.4524
23 H -1.0484 -1.3213 -5.3400
24 H -0.1101 -2.8008 1.8462
25 H -2.0232 -1.3939 0.4761
26 H 9.6462 -2.7559 -0.1094
27 H -4.0214 -1.8302 -6.4725
28 C 2.5322 0.7925 4.5303
29 H 1.6724 -0.6982 -6.6881
30 C -6.7809 2.6446 1.4810
31 H 7.5278 0.4254 2.4703
32 C -3.0738 -1.1654 -6.4646
33 H 6.8209 -5.3796 1.7711
34 H 0.1471 1.5958 -4.8645
35 H -1.0872 -4.3504 3.7015
36 C -0.9297 1.4957 -5.2304
37 C -5.6268 3.0042 0.4421
38 C -4.9927 -6.7415 -6.1891
39 H -4.5752 4.0586 4.4049
40 H -1.6218 -6.7493 -0.0039
41 C 7.3882 4.0597 3.7887
42 H 1.1546 -4.1135 4.7282
43 C 0.5511 -4.9623 6.6097
44 C 7.4886 1.4447 2.8404
45 C 6.2177 3.4153 3.3993
46 H 0.0871 -5.4657 1.5637
47 H -6.4314 2.0869 2.4118
48 H 0.6817 -0.4740 3.7734
49 C -0.8448 -3.3056 1.1330
50 H 5.0774 5.5015 1.2166
51 C 2.5006 0.0030 -6.6609
52 H 1.6347 6.1102 2.5173
53 C -5.4603 3.8037 6.3484
54 C -1.9047 3.6840 1.3955
55 H 0.9762 5.1792 -1.3233
56 H -1.6607 -0.7391 -8.1834
57 C -2.9548 -3.2552 -0.6086
58 C -7.0112 -5.4398 -6.3920
59 C 6.2693 2.1096 2.9207
60 C 0.6113 3.3126 3.8992
61 O -5.2254 -2.3944 -0.8156
62 C 2.9836 2.2754 4.7992
63 H 3.2793 4.1019 2.2097
64 H 9.6095 1.5679 3.1749
65 H -4.7753 -3.8882 -4.3642
66 C -1.9523 -2.5244 0.3401
67 C -6.2730 -6.5767 -6.7087
68 H -7.3210 3.6401 1.7214
69 Cl -4.0026 1.0582 1.6153
70 C -5.1940 -4.6408 -5.0241
71 N -1.3035 -2.8011 -7.4537
72 C 0.3389 -4.5448 5.2993
73 C -4.8364 1.9814 4.8991
74 H 5.3572 1.6094 2.6106
75 C -5.8086 1.5264 7.0576
76 H 5.2656 3.9314 3.4680
77 C -1.0903 4.0375 -1.1019
78 C -5.2808 1.0711 5.8533
79 C -4.4538 -5.7751 -5.3452
80 H -6.6955 -7.3334 -7.3612
81 H 1.5314 -4.8522 7.0622
82 C 7.8380 -1.8351 0.6023
83 H 5.2936 -3.4664 2.1461
84 C -1.7083 -5.6064 0.0651
85 C 3.0290 0.5012 -7.8478
86 C -0.3847 4.5370 3.5133
87 C -5.9011 2.8933 7.3040
88 H 2.3924 4.5631 4.6768
89 H 8.1260 -0.8398 0.2800
90 C -2.5239 -0.3942 -3.9548
91 H -0.8991 1.5538 3.2653
92 H -7.5684 2.0215 0.9027
93 H -4.5333 0.0369 -0.8631
94 C 3.4368 4.1832 -0.0404
95 C -0.4927 -5.5219 7.3399
96 H -1.3586 2.4885 -5.6434
97 H -6.3171 3.2484 8.2409
98 H 9.5216 3.8990 4.0071
99 C -6.4708 -4.4716 -5.5511
100 C 8.6088 3.3958 3.7049
101 C 7.1048 -4.3862 1.4406
102 C -3.7991 0.3607 -1.6689
103 H 3.2461 -0.0829 4.7331
104 H 1.9287 6.6520 0.7751
105 H -0.4232 -2.3449 -7.1353
106 H -3.4566 -5.9054 -4.9375
107 C 0.1846 4.7516 -0.6013
108 C 0.1419 1.8251 3.6697
109 H -6.1488 0.8164 7.8040
110 N 4.6461 3.2647 0.0244
111 C 2.0336 3.4930 4.4830
112 C 3.0326 0.4041 -5.4388
113 H 7.3488 5.0795 4.1573
114 H 5.4643 2.4862 -6.5647
115 H 0.0408 5.5553 3.7991
116 H 2.6181 0.0180 -4.5131
117 C 8.6589 2.0871 3.2350
118 H -5.2149 0.0055 5.6583
119 C -4.9239 3.3484 5.1478
120 H -2.6353 3.3462 2.1994
121 H 5.9431 -1.1978 1.3945
122 C 6.2472 -3.3107 1.6526
123 H 5.0682 3.2356 -0.9125
124 C 1.0686 0.5932 3.9763
125 C -2.1962 2.0689 -2.9077
126 C -0.9204 -4.6793 4.7216
127 C 6.6132 -2.0361 1.2314
128 C -3.1507 1.7966 -1.6780
129 H -3.4906 -5.4326 -1.3861
130 O 4.2384 5.8512 1.5882
131 H 4.5119 1.7784 -8.7385
132 H -2.9476 -5.3379 5.0036
133 H -0.9823 0.7589 -6.1196
134 H -3.4213 -0.0752 -6.5605
135 C 0.4959 4.9646 0.9224
136 C 4.0965 1.3006 -5.4041
137 C 3.1515 4.8808 1.3712
138 C -2.1796 -1.4361 -5.1388
139 H -1.3866 4.3015 4.0219
140 H -1.0458 -3.3258 -8.3011
141 H -4.4145 -7.6245 -6.4414
142 C -0.5956 4.3964 1.9087
143 H -2.5638 -6.1011 7.3283
144 C -2.2032 3.4694 -0.1347
145 C -1.7507 -5.6614 6.7604
146 C 4.6309 1.7917 -6.5914
147 C 4.0966 1.3936 -7.8130
148 C -1.8990 1.0269 -4.0193
149 H -8.0076 -5.3089 -6.8009
150 O -4.0378 -2.0486 -2.7533
151 H -5.5340 4.8694 6.5400
152 C -2.8034 -4.8008 -0.7285
153 H 8.9919 -5.0264 0.6327
154 N -3.4248 2.8316 -0.6626

Löwdin population analysis, charges in e, atoms 1 to 2: 0.10 0.10

=====

(5)
This record from OMol25 describes C31H22N7SV as an isolated structure at a distorted geometry. The level of theory is ωB97M-V with the def2-TZVPD basis set.

largest force on an atom	1.37	eV/A
2S+1	1
orbital gap	6.083	eV
total charge	+2
HOMO	-14.285	eV

Positions of all 62 atoms, in Å:
1 H -3.5150 -1.9924 -0.5193
2 C 3.6664 -1.0347 3.5124
3 C 2.4468 -0.7237 2.9533
4 C -0.1881 1.6205 -3.7360
5 C 1.6006 0.1519 5.0543
6 H 4.4908 -2.3282 -0.8846
7 C -2.1506 -0.6321 -1.4499
8 H 1.8843 -3.2192 -4.1949
9 H -4.8580 -0.1291 -4.1349
10 C -1.8994 0.2467 -2.5006
11 N 1.1839 -1.9576 -1.1577
12 C 2.8291 -0.1498 5.6162
13 H -5.2673 -1.6759 -2.2342
14 H 0.8008 0.5986 5.6309
15 H -0.2818 -1.3313 -0.7588
16 C 0.2779 0.0832 2.8612
17 H -3.1923 0.9445 4.2276
18 N 2.6564 -1.4947 0.6759
19 C -2.8989 0.4054 -3.4624
20 C 2.0010 2.1000 -2.7978
21 C 3.3509 -2.8090 -2.6618
22 C 1.9964 -0.9033 1.5583
23 C -0.6004 0.9521 -2.5822
24 C 1.7556 2.5065 1.3043
25 C 1.4342 -0.1444 3.7116
26 H -5.1717 1.8141 2.9703
27 H 3.0066 0.0693 6.6609
28 N -1.8650 1.1009 1.1604
29 N -1.1529 -0.8109 -0.4160
30 N 2.8221 2.0845 1.4936
31 H 2.9933 2.5236 -2.8903
32 N 0.6526 -0.2707 1.5039
33 H -2.7512 1.0829 -4.2927
34 H 1.3378 2.7362 -4.7382
35 C -4.0990 -0.2754 -3.3745
36 C -1.9510 0.8761 2.5090
37 H -1.5401 -1.3693 0.3286
38 C 2.4137 -1.9279 -0.6377
39 V -0.1221 0.8273 0.3572
40 H 4.2025 -3.1432 -3.2426
41 C -3.1582 1.1224 3.1603
42 N -0.8689 0.4849 3.2670
43 H 4.7939 -0.9554 5.3254
44 H -2.7984 1.7865 -0.5858
45 C 3.8434 -0.7349 4.8555
46 H 0.0029 -2.4548 -2.7758
47 C -2.9386 1.5941 0.4680
48 C 3.5205 -2.3541 -1.3647
49 S 0.1940 3.0375 0.9714
50 C -3.3499 -1.3141 -1.3517
51 C 0.3310 0.9439 -1.5261
52 C -4.2395 1.6046 2.4564
53 C -4.1271 1.8532 1.0833
54 C -4.3293 -1.1408 -2.3137
55 C 1.0232 -2.4234 -2.4022
56 C 2.0724 -2.8527 -3.1928
57 C 1.0677 2.2082 -3.8298
58 C 1.6362 1.4309 -1.6504
59 H 4.4589 -1.4783 2.9195
60 H 2.3630 1.3183 -0.8506
61 H -4.9513 2.2572 0.5094
62 H -0.8448 1.6649 -4.5952

Löwdin population analysis, charges in e, atoms 1 to 2: 0.13 0.02

=====

(6)
This record from OMol25 describes one molecule with the formula C25H26N2O7 at a distorted geometry. The level of theory is ωB97M-V with the def2-TZVPD basis set.

largest force on an atom	1.30	eV/A
SMILES	CCOC(=O)C(=O)NCc1ccc(/C=C2\C(=O)C(C(=O)OC)=C(C)N2c2ccc(C)c(C)c2)o1
2S+1	1
orbital gap	7.314	eV
HOMO	-7.655	eV

Positions of all 60 atoms, in Å:
1 C -6.5578 -1.2115 -0.9179
2 H -2.4650 -3.5287 -0.9801
3 H -1.1463 -6.0157 -0.0840
4 H -5.2826 -2.7605 -0.1421
5 C 4.4061 -2.3182 -0.0021
6 H 1.4764 3.6157 -0.0830
7 C -3.1811 3.5782 0.7047
8 C -5.5591 -2.3441 -1.1078
9 H 0.8722 -4.6562 2.3796
10 H 7.5904 1.7372 -1.7104
11 C 0.6467 0.7451 0.3654
12 O 5.8820 1.8327 -0.5479
13 C 3.7003 -1.0175 0.0262
14 H -3.4076 4.6076 0.4133
15 C -0.6698 4.1415 0.2246
16 O 3.2083 2.4265 -0.1808
17 H 3.7770 -3.0939 -0.4350
18 H -7.4692 -1.5651 -0.4330
19 O 6.5280 -0.3113 -0.4259
20 H -2.2135 -5.0222 0.8990
21 C 1.4845 -2.0436 0.3448
22 C -1.1855 -5.3660 0.7896
23 N -3.9768 2.6460 -0.0616
24 C -0.2572 -4.2037 0.6244
25 C -5.2463 0.7039 -0.5565
26 C 4.2399 0.2407 -0.1365
27 N 2.3533 -0.9397 0.1941
28 H -1.4725 -2.7433 -2.2146
29 H 7.8654 1.8643 0.0380
30 H -0.0617 -0.0487 0.5790
31 H 4.6786 -2.6199 1.0091
32 C 0.4743 -2.2595 -0.5856
33 C 0.0385 2.0293 0.3480
34 C 1.9356 0.3916 0.1512
35 C -1.4893 -3.5292 -1.4644
36 C 7.2286 2.1952 -0.7863
37 H 0.3801 -1.5843 -1.4239
38 H 5.3289 -2.2083 -0.5658
39 H -3.4648 3.4263 1.7530
40 H -3.8204 2.5735 -1.0592
41 O -6.0339 -0.2114 -0.0389
42 O -4.9435 0.8033 -1.7240
43 H -0.7095 5.2051 0.1074
44 C -4.7096 1.6746 0.5109
45 C 3.1618 1.2152 -0.0785
46 C -0.4024 -3.3250 -0.4553
47 C 5.6486 0.5255 -0.3769
48 C -1.7236 3.3131 0.5076
49 O -1.3052 2.0387 0.5832
50 C 0.4690 3.3218 0.1248
51 H 7.2401 3.2789 -0.8676
52 H 2.3962 -2.7412 2.1531
53 H -6.0036 -3.1239 -1.7195
54 C 1.6245 -2.9109 1.4188
55 C 0.7591 -3.9819 1.5433
56 O -4.9358 1.5614 1.6938
57 H -4.6661 -1.9720 -1.6047
58 H -0.9210 -5.9490 1.6675
59 H -6.7974 -0.7485 -1.8807
60 H -1.3710 -4.4895 -1.9654

natural (NBO) population analysis, charges in e, atoms 1 to 2: -0.08 0.22

=====

(7)
This record from OMol25 describes a 2-piece molecular cluster, C3H11NO overall at a distorted geometry. The level of theory is ωB97M-V with the def2-TZVPD basis set.

largest force on an atom	1.79	eV/A
2S+1	2
orbital gap (spin up / spin down)	10.247 / 4.937	eV
total charge	+1
HOMO (spin up / spin down)	-13.836 / -13.831	eV

Positions of all 16 atoms, in Å:
1 H -1.0790 -1.1079 0.4065
2 C -2.9094 -0.6946 -0.6771
3 N -1.2706 0.9253 0.1872
4 H -0.8003 -0.5286 -1.1690
5 C -1.4731 -0.3801 -0.3155
6 H 2.2430 -0.3680 1.7058
7 H -2.1337 1.4617 0.3375
8 H -3.2587 -0.0626 -1.5034
9 H 1.5993 0.9228 0.6391
10 C 2.1157 -0.0468 0.6761
11 H -0.5498 1.0717 0.8972
12 O 3.4000 0.1417 0.1183
13 H -2.9602 -1.7079 -1.0606
14 H -3.5586 -0.6035 0.1889
15 H 1.5327 -0.7872 0.1181
16 H 3.3170 0.1078 -0.8388

natural (NBO) population analysis, charges in e, atoms 1 to 2: 0.29 -0.64

=====

The highest 2S+1 belongs to which entry? C4H9NO2